Computed, not measured: a structure of composition C30H43N4OP2PdS in a non-equilibrium geometry, with ωB97M-V with the def2-TZVPD basis set.

```
82
Properties=species:S:1:pos:R:3
H -1.591 0.414 -5.812
H -6.637 -2.273 -0.076
H 1.335 -2.444 -5.303
H -3.114 -3.164 -2.441
C 0.367 4.024 -1.142
H -0.090 0.782 7.990
C 0.171 1.093 6.983
C -1.130 3.051 0.489
N 0.597 -0.336 3.677
C 2.381 -2.266 1.457
H -1.333 2.780 1.577
H 1.157 4.761 -1.264
C 0.473 2.493 6.752
H -1.349 -1.483 0.896
H 1.056 -3.578 2.695
C 0.882 2.881 5.514
H 1.515 4.997 1.196
N 1.182 2.369 3.187
H 0.300 4.249 2.267
N -0.285 -0.522 -4.473
H 1.737 -0.074 -4.668
H 4.518 -2.193 1.844
H 3.821 -0.794 2.480
H -1.803 3.859 0.214
C 2.515 -3.286 0.325
P 1.399 2.098 0.444
H 0.757 -1.970 -6.830
C 3.173 2.708 0.511
H 2.749 -3.825 2.925
P 1.078 -1.057 1.025
H 3.272 3.529 1.329
C -0.457 -2.048 1.155
C -2.197 -1.572 -5.665
C 1.407 -1.645 -6.009
C 0.574 0.560 4.685
H 3.048 -4.132 0.706
H 0.366 3.209 7.529
H 0.158 -0.849 6.190
C -0.144 -1.137 -3.297
H 0.471 3.230 -1.838
C -1.786 -0.920 -1.706
S 1.453 -1.467 -2.665
C 0.873 1.897 4.426
N -1.291 -1.597 -2.790
H -2.282 0.007 -4.274
C 1.998 -3.049 2.784
C -3.650 -0.660 -0.189
C 0.955 0.066 2.471
H 2.408 -1.669 -6.483
H -5.477 -0.348 0.981
C 1.211 1.513 2.206
H -1.428 -1.911 -6.353
C 0.250 3.489 0.254
O -1.251 0.128 -1.189
H 1.066 3.953 5.244
C 0.497 4.611 1.239
H 1.515 -3.672 0.016
C 0.282 0.203 5.964
H 0.748 0.538 -6.093
C -5.582 -2.046 -0.366
C -3.005 -1.408 -1.158
H -3.017 0.193 0.062
H 2.003 -2.391 3.640
C -4.973 -0.950 0.219
H -0.235 -2.686 0.356
C 3.757 -1.496 1.671
H -3.077 -1.345 -6.225
H -2.419 -2.417 -4.971
H -0.112 5.464 0.926
H 3.026 -2.893 -0.559
H 3.533 3.052 -0.483
C -1.638 -0.337 -5.019
C -4.937 -2.840 -1.329
H 3.994 -0.921 0.696
H 3.808 1.868 0.777
Pd 1.144 0.178 -1.001
H -5.359 -3.771 -1.735
C -3.683 -2.520 -1.768
C 0.960 -0.311 -5.398
H -0.666 -2.577 2.031
H -1.352 2.140 -0.010
H -0.591 4.467 -1.423
```

Summary:
E_tot = -72702.295 eV
Spin multiplicity = 3
Orbital gap (spin up / spin down) = 7.07 / 5.81 eV
LUMO energy (spin up / spin down) = -3.3 / -5.2 eV
Charge = +1

Löwdin charges, unit e, in atom order: number 1, H, carries 0.13; number 2, H, carries 0.12; number 3, H, carries 0.04; number 4, H, carries 0.11; number 5, C, carries -0.09; number 6, H, carries 0.11; number 7, C, carries -0.03; number 8, C, carries -0.11; number 9, N, carries 0.16; number 10, C, carries -0.67; number 11, H, carries 0.12; number 12, H, carries 0.10; number 13, C, carries -0.05; number 14, H, carries 0.04; number 15, H, carries 0.07; number 16, C, carries 0.01; number 17, H, carries 0.07; number 18, N, carries 0.13; number 19, H, carries 0.07; number 20, N, carries -0.07; number 21, H, carries 0.05; number 22, H, carries 0.06; number 23, H, carries 0.07; number 24, H, carries 0.10; number 25, C, carries -0.11; number 26, P, carries 0.96; number 27, H, carries 0.07; number 28, C, carries -0.22; number 29, H, carries 0.09; number 30, P, carries 0.96; number 31, H, carries 0.08; number 32, C, carries -0.18; number 33, C, carries -0.06; number 34, C, carries -0.10; number 35, C, carries -0.24; number 36, H, carries 0.08; number 37, H, carries 0.10; number 38, H, carries 0.13; number 39, C, carries -0.75; number 40, H, carries 0.05; number 41, C, carries -0.46; number 42, S, carries 0.65; number 43, C, carries -0.18; number 44, N, carries 0.10; number 45, H, carries 0.10; number 46, C, carries -0.06; number 47, C, carries -0.02; number 48, C, carries -0.34; number 49, H, carries 0.09; number 50, H, carries 0.11; number 51, C, carries -0.36; number 52, H, carries 0.06; number 53, C, carries -0.79; number 54, O, carries -0.13; number 55, H, carries 0.13; number 56, C, carries -0.09; number 57, H, carries 0.08; number 58, C, carries -0.04; number 59, H, carries 0.13; number 60, C, carries -0.08; number 61, C, carries -0.19; number 62, H, carries 0.11; number 63, H, carries 0.06; number 64, C, carries -0.05; number 65, H, carries 0.02; number 66, C, carries -0.07; number 67, H, carries 0.07; number 68, H, carries 0.08; number 69, H, carries 0.10; number 70, H, carries 0.06; number 71, H, carries 0.05; number 72, C, carries -0.20; number 73, C, carries -0.08; number 74, H, carries 0.10; number 75, H, carries 0.02; number 76, Pd, carries 0.48; number 77, H, carries 0.12; number 78, C, carries -0.01; number 79, C, carries -0.16; number 80, H, carries 0.04; number 81, H, carries 0.04; number 82, H, carries 0.10

Computed, not measured: a structure of composition C30H44Br2N13TeV in a non-equilibrium geometry, with ωB97M-V with the def2-TZVPD basis set.

```
91
Properties=species:S:1:pos:R:3
C -4.101 -0.279 -2.804
H 3.346 -1.416 -0.271
C 4.912 -0.694 -2.161
Br -0.767 -6.962 0.166
C -1.548 -3.049 -1.021
C -4.077 4.315 1.834
N 2.317 2.098 -3.977
C 0.552 -4.421 0.079
H -2.048 4.684 -2.396
C 0.241 0.261 4.542
C -2.848 3.845 -0.611
C -2.227 3.698 -1.974
C -3.915 4.726 -0.501
H -1.501 -1.893 2.715
H -0.828 -2.883 4.755
N 1.253 0.043 -4.217
H -4.543 4.504 2.792
H -2.585 -4.939 -1.076
H 2.171 -1.104 5.672
C 1.412 -0.258 2.563
H 5.476 -0.550 -0.058
C 0.463 -0.644 -3.405
C 1.006 -2.553 2.926
C -0.821 -1.052 2.892
C 5.346 -0.041 -3.476
C -4.539 4.982 0.710
H -6.049 6.046 1.798
Br -5.944 -2.132 -3.984
C -2.402 3.177 0.531
C -0.143 -2.048 4.925
H 1.396 -4.959 0.480
C -2.977 0.043 -2.079
H 6.389 -0.266 -3.680
H 0.327 -3.391 2.745
H 4.792 -2.719 -1.358
N 0.472 -1.351 2.251
C -5.650 5.981 0.788
H -1.493 3.029 3.216
C -1.681 -4.423 -0.800
H -1.247 -0.149 2.431
N 1.578 1.083 -3.499
H 4.893 -2.640 -3.120
H -4.707 0.481 -3.272
H 5.273 1.014 -0.874
Te -0.636 1.935 0.447
H 1.064 0.671 2.098
N -2.180 -0.862 -1.493
H -6.453 5.706 0.103
H 1.987 -2.787 2.502
H -4.247 5.252 -1.387
C -2.521 -2.179 -1.625
C 5.623 -0.010 -0.992
N -0.418 -2.372 -0.679
H 6.326 -2.338 -2.128
H 3.042 -1.488 4.169
H -2.689 1.080 -1.957
C -0.634 -5.109 -0.219
C -2.543 2.781 3.037
C -3.650 -2.590 -2.339
H 6.692 0.018 -1.185
C -3.014 3.427 1.766
N 1.158 -2.373 4.353
N 1.558 -0.032 3.984
H -0.028 -1.896 5.999
H 4.746 -0.413 -4.304
H -2.907 3.177 -2.651
H -2.646 1.696 2.994
H 2.857 2.563 -3.259
N 2.852 -0.677 -0.781
N -0.695 -0.838 4.321
H 2.987 0.187 -0.256
N 1.042 1.088 -2.309
H 1.504 -2.502 -0.003
V -0.520 -0.476 -0.604
H 5.232 1.038 -3.421
H -3.123 3.137 3.884
H -5.283 6.965 0.491
H 2.388 -0.522 2.140
N 0.334 -0.018 -2.227
C -4.441 -1.633 -2.942
H -1.275 3.167 -1.944
C 2.063 -1.256 4.596
C 5.252 -2.191 -2.195
H -0.154 1.162 4.064
H 0.341 0.436 5.614
H 2.840 1.843 -4.805
H 3.021 -1.181 -2.689
N 3.446 -0.490 -2.070
C 0.606 -3.075 -0.186
H -3.883 -3.639 -2.443
H 0.005 -1.578 -3.668
```

Summary:
E_tot = -224253.211 eV
Spin multiplicity = 4
Energy relative to the best compared isomer or geometry (same formula, charge and spin) = 2.8062 eV
Orbital gap (spin up / spin down) = 5.33 / 5.46 eV
LUMO energy (spin up / spin down) = -3.6 / -4.0 eV
Charge = +1

Löwdin charges, unit e, in atom order: number 1, C, carries -0.06; number 2, H, carries 0.07; number 3, C, carries -0.63; number 4, Br, carries 0.81; number 5, C, carries -0.18; number 6, C, carries -0.01; number 7, N, carries 0.16; number 8, C, carries -0.08; number 9, H, carries 0.09; number 10, C, carries -0.15; number 11, C, carries -0.33; number 12, C, carries -0.10; number 13, C, carries -0.02; number 14, H, carries 0.13; number 15, H, carries 0.13; number 16, N, carries 0.15; number 17, H, carries 0.12; number 18, H, carries 0.11; number 19, H, carries 0.13; number 20, C, carries -0.23; number 21, H, carries 0.08; number 22, C, carries -0.15; number 23, C, carries -0.20; number 24, C, carries -0.21; number 25, C, carries -0.05; number 26, C, carries -0.27; number 27, H, carries 0.08; number 28, Br, carries 0.81; number 29, C, carries -0.46; number 30, C, carries -0.16; number 31, H, carries 0.11; number 32, C, carries -0.08; number 33, H, carries 0.09; number 34, H, carries 0.12; number 35, H, carries 0.07; number 36, N, carries -0.09; number 37, C, carries -0.05; number 38, H, carries 0.06; number 39, C, carries -0.03; number 40, H, carries 0.04; number 41, N, carries -0.27; number 42, H, carries 0.08; number 43, H, carries 0.12; number 44, H, carries 0.09; number 45, Te, carries 1.02; number 46, H, carries 0.01; number 47, N, carries -0.04; number 48, H, carries 0.08; number 49, H, carries 0.12; number 50, H, carries 0.12; number 51, C, carries -0.18; number 52, C, carries -0.04; number 53, N, carries -0.03; number 54, H, carries 0.09; number 55, H, carries 0.13; number 56, H, carries 0.09; number 57, C, carries -0.64; number 58, C, carries -0.10; number 59, C, carries -0.03; number 60, H, carries 0.09; number 61, C, carries -0.32; number 62, N, carries -0.09; number 63, N, carries -0.08; number 64, H, carries 0.13; number 65, H, carries 0.08; number 66, H, carries 0.07; number 67, H, carries 0.06; number 68, H, carries 0.12; number 69, N, carries 0.01; number 70, N, carries -0.08; number 71, H, carries 0.08; number 72, N, carries 0.08; number 73, H, carries 0.09; number 74, V, carries 0.47; number 75, H, carries 0.07; number 76, H, carries 0.08; number 77, H, carries 0.09; number 78, H, carries 0.12; number 79, N, carries -0.16; number 80, C, carries -0.64; number 81, H, carries 0.00; number 82, C, carries -0.17; number 83, C, carries -0.04; number 84, H, carries 0.12; number 85, H, carries 0.13; number 86, H, carries 0.12; number 87, H, carries 0.10; number 88, N, carries -0.08; number 89, C, carries -0.12; number 90, H, carries 0.11; number 91, H, carries 0.13